(1)
{"formula": "C2H11N2O2", "method": "the ωB97M-V functional and the def2-TZVPD basis", "species": ["C", "C", "N", "N", "H", "H", "H", "H", "H", "H", "H", "H", "H", "O", "H", "H", "O"], "positions_angstrom": [[-1.22984, 0.73285, -0.68779], [-0.04186, 0.15322, -0.30760], [0.23308, -1.27158, -0.26833], [-1.27234, 2.08724, -0.83340], [-2.31101, 0.15850, -0.72999], [0.89132, 0.63470, -0.08678], [0.39434, -1.53006, -1.23631], [0.98122, -1.59547, 0.30983], [-0.48456, -1.80828, 0.10743], [-0.42206, 2.57182, -0.77906], [-1.92553, 2.48775, -1.41572], [-2.32820, 0.31734, 2.53237], [-1.01060, 0.94634, 2.50930], [-1.43893, 0.31766, 1.92960], [3.18855, -0.91549, -1.00566], [3.82425, -1.94971, 0.10703], [2.95218, -1.33683, -0.14492]], "atomic_forces_ev_per_a": [[-0.27, -1.69, 0.66], [-0.85, 0.87, -0.71], [-0.64, 0.26, -1.11], [0.09, -1.70, 1.23], [3.19, 1.39, -0.21], [-0.11, 0.87, -0.20], [0.29, -0.78, 0.09], [1.66, 0.57, 0.19], [-2.52, -1.14, 0.48], [1.14, 0.65, 0.02], [-1.74, 0.86, -1.21], [2.66, -0.54, -2.36], [1.03, 0.48, -0.05], [-4.05, -0.09, 3.17], [0.03, -0.51, 0.97], [-3.46, 2.54, -1.09], [3.56, -2.04, 0.13]], "lowdin_charge": [-0.169, -0.163, 0.178, 0.096, 0.195, 0.114, 0.167, 0.119, 0.136, 0.091, 0.075, 0.147, 0.035, -0.118, 0.062, 0.171, -0.137], "homo_energy_ev": -12.2, "e_tot_ha": -342.47894, "total_charge": 1, "homo_lumo_gap_ha": 0.3379, "e_above_lowest_kcal_mol": 68.7, "molar_mass_g_mol": 95.12, "e_lumo_ha": -0.111, "multiplicity": 1}

(2)
{"formula": "C2H11N2O2", "method": "the ωB97M-V functional and the def2-TZVPD basis", "species": ["C", "C", "N", "N", "H", "H", "H", "H", "H", "H", "H", "H", "H", "O", "H", "H", "O"], "positions_angstrom": [[-0.75463, -0.08524, -0.45596], [-0.25509, -1.32150, -0.11713], [-0.49567, -2.56840, -0.73599], [-0.03535, 1.10239, 0.15363], [-1.31505, 0.23926, -1.28128], [0.45205, -1.40506, 0.71562], [-0.01499, -3.35349, -0.35557], [-1.50460, -2.71008, -0.63666], [-0.84193, 1.77002, 0.33890], [0.61485, 1.47610, -0.57209], [0.35140, 1.08362, 1.09271], [-0.28938, 1.00297, 3.73455], [-0.98322, 0.07370, 2.93372], [-0.35574, 0.71045, 2.83078], [1.42628, 0.73255, -2.80982], [2.50432, 1.76972, -2.57767], [1.49675, 1.48301, -2.25773]], "atomic_forces_ev_per_a": [[3.00, -2.14, 2.06], [0.21, 0.65, -0.54], [-1.98, 1.94, 0.39], [-2.77, 1.28, -0.80], [-0.85, -0.09, -0.88], [0.03, 0.54, -0.32], [0.43, -0.25, 0.54], [0.32, -0.52, -0.80], [1.46, -0.36, -0.60], [-0.14, -0.01, 0.35], [0.39, -1.03, 0.33], [0.57, 0.71, 0.55], [-2.95, -3.15, -0.12], [2.37, 2.44, -0.33], [-0.67, -1.62, -0.95], [-3.92, -0.65, 1.59], [4.48, 2.26, -0.49]], "lowdin_charge": [-0.064, -0.149, 0.064, 0.142, 0.103, 0.125, 0.083, 0.108, 0.184, 0.112, 0.103, 0.074, 0.007, 0.010, 0.015, 0.179, -0.095], "homo_energy_ev": -13.2, "e_tot_ha": -342.50879, "total_charge": 1, "homo_lumo_gap_ha": 0.3778, "e_above_lowest_kcal_mol": 50.0, "molar_mass_g_mol": 95.12, "e_lumo_ha": -0.106, "multiplicity": 1}

(3)
{"formula": "C2H11N2O2", "method": "the ωB97M-V functional and the def2-TZVPD basis", "species": ["C", "C", "N", "N", "H", "H", "H", "H", "H", "H", "H", "H", "H", "O", "H", "H", "O"], "positions_angstrom": [[1.01788, 0.46319, 0.53883], [0.93041, 1.42133, -0.39669], [1.79127, 2.62612, -0.35021], [0.09793, -0.46379, 0.65351], [1.83258, 0.36323, 1.29092], [0.03742, 1.67403, -1.06181], [1.67219, 3.01209, 0.56578], [2.78897, 2.70163, -0.51194], [1.55544, 3.62489, -0.64684], [-0.73486, -0.34366, 0.14183], [0.43728, -1.22332, 1.12743], [-2.13009, -1.76323, -1.25598], [-2.78800, -0.27942, -1.44914], [-1.91273, -0.82365, -1.50864], [-2.18894, -3.78045, 1.28901], [-0.78874, -3.89177, 0.90264], [-1.61803, -3.31722, 0.67132]], "atomic_forces_ev_per_a": [[1.22, 1.08, 0.28], [-1.53, 1.91, -2.17], [0.35, 3.56, 1.24], [0.40, 1.46, 0.10], [-0.27, 0.39, -0.94], [1.42, -1.13, 1.01], [0.55, -0.55, 2.01], [0.57, -1.38, -0.36], [-1.04, -1.91, -1.61], [-1.23, -0.99, -0.80], [-0.43, -2.55, 1.16], [0.07, 1.39, -0.29], [2.25, -1.85, -0.20], [-2.34, 0.52, 0.67], [-0.91, 0.26, 0.05], [-1.78, 1.75, -1.15], [2.70, -1.95, 1.03]], "lowdin_charge": [-0.198, -0.107, 0.132, 0.136, 0.156, 0.146, 0.140, 0.163, 0.209, 0.063, 0.079, 0.051, 0.107, -0.120, 0.033, 0.103, -0.093], "homo_energy_ev": -12.6, "e_tot_ha": -342.47360, "total_charge": 1, "homo_lumo_gap_ha": 0.3336, "e_above_lowest_kcal_mol": 72.1, "molar_mass_g_mol": 95.12, "e_lumo_ha": -0.129, "multiplicity": 1}

(4)
{"formula": "C2H11N2O2", "method": "the ωB97M-V functional and the def2-TZVPD basis", "species": ["C", "N", "C", "N", "H", "H", "H", "H", "H", "H", "H", "H", "H", "O", "H", "H", "O"], "positions_angstrom": [[0.48076, -1.52462, -0.66697], [-1.13542, 1.26455, 0.63774], [-1.21167, 0.29752, -0.23725], [-0.72679, -0.93123, 0.03111], [0.28540, -1.36200, -1.71277], [1.52284, -1.14379, -0.50304], [0.44406, -2.53188, -0.43742], [-0.88871, 1.10165, 1.59095], [-1.23507, 2.22150, 0.27496], [-1.21183, 0.57908, -1.22691], [-1.15986, -1.49680, 0.81678], [3.08977, 0.71117, -3.21960], [2.40693, -0.53682, -3.81036], [2.36086, 0.04646, -3.05255], [-1.10143, 0.21880, 3.69628], [-0.00428, 1.20936, 4.00077], [-0.45173, 0.71092, 3.21177]], "atomic_forces_ev_per_a": [[-0.87, 1.98, -0.81], [-1.61, 0.62, -2.17], [3.69, -0.33, 2.20], [-0.84, -1.56, 1.72], [0.15, -0.26, -0.62], [-1.31, 0.36, 0.67], [0.03, -2.04, 0.24], [0.35, -0.09, 1.34], [-0.39, -0.63, 0.58], [-0.40, 0.69, -2.38], [1.28, 1.39, -1.03], [-1.25, -1.14, 0.31], [0.03, -0.18, -0.26], [1.17, 1.30, 0.00], [-0.80, -0.68, 0.26], [-0.90, -1.11, -2.40], [1.69, 1.69, 2.36]], "lowdin_charge": [-0.014, 0.232, -0.103, -0.020, 0.075, 0.110, 0.060, 0.050, 0.161, 0.130, 0.179, 0.076, 0.031, -0.085, 0.047, 0.141, -0.070], "homo_energy_ev": -14.1, "e_tot_ha": -342.51537, "total_charge": 1, "homo_lumo_gap_ha": 0.3644, "e_above_lowest_kcal_mol": 45.9, "molar_mass_g_mol": 95.12, "e_lumo_ha": -0.155, "multiplicity": 1}